This record from the Open Molecules 2025 dataset describes a 2-piece molecular cluster, C4H8N2 overall in a non-equilibrium geometry. The level of theory is wB97M-V/def2-TZVPD.

Geometry (Å):
H1 -1.24377 -1.85691 -0.54616
H2 0.10247 0.56132 -2.36097
C1 -0.37335 0.58924 -1.37530
H3 -0.90840 -0.21298 1.62913
C2 -0.69998 0.79136 1.98312
H4 -1.43568 0.36489 -1.49376
H5 0.20599 -2.28138 0.53614
H6 -0.28172 1.61035 -0.98410
C3 0.28299 -0.39912 -0.44997
H7 1.86282 -0.49111 0.83535
H8 1.65047 1.00264 0.10986
C4 -0.29683 -1.56315 -0.10789
N1 1.52291 0.00341 0.02131
N2 -0.38792 1.88142 2.20324

Summary:
**Total energy**: -7256.7736 eV
**Net charge**: 0
**Maximum force**: 1.11 eV Å⁻¹
**Frontier orbital gap**: 9.642 eV
**HOMO energy**: -8.697 eV
**SMILES**: C=C(C)N.C#N